No. 1
C7H19N3O4PS | the ωB97M-V functional and the def2-TZVPD basis

Each line ends with the Mulliken charge.
CARTESIAN COORDINATES (ANGSTROEM)
O 5.3549 -0.4847 0.7008  -0.304
H 4.2794 -3.1124 2.3418  0.300
H 5.0561 -3.2153 0.7432  0.288
H -5.1745 0.3676 2.0467  0.313
C -1.2561 1.8999 -0.3523  -0.511
C 4.5928 -2.5465 1.4701  -0.315
H 5.1665 -0.8670 2.7189  0.277
O 4.0597 -0.9539 -1.3213  -0.558
C -4.5337 0.5035 0.1500  0.249
N -5.2341 0.4878 -1.0324  -0.428
H 0.7666 0.3188 -0.8024  0.362
H -1.0096 -1.3923 -2.1043  0.398
H 1.1216 -1.2760 -1.3743  0.398
H 6.5377 -1.6712 1.9182  0.318
H -1.9580 2.3637 0.3415  0.305
C -0.9831 -1.0050 -1.0902  -0.654
H -1.3726 -1.8093 -0.4660  0.468
H -5.0504 1.2572 -1.6695  0.338
H -1.3954 2.5532 -2.4321  0.383
O 3.4473 -1.9267 0.8566  -0.284
H -3.0732 -0.5442 1.0485  0.278
H 0.1021 3.0699 -1.6187  0.283
C -0.9595 2.8930 -1.4960  -1.130
H -5.0422 -0.3810 -1.5212  0.324
N -5.1905 1.0290 1.2719  -0.555
C 0.4797 -0.7183 -0.6959  -1.198
O 3.0927 0.4605 0.4579  -0.526
N -3.3050 0.0203 0.2344  -0.123
H -1.4397 3.8437 -1.2828  0.329
H -4.6889 1.8498 1.6071  0.329
H 0.6985 -1.0982 0.2955  0.324
C 5.4965 -1.3812 1.8152  -0.349
S 3.9099 -0.6255 0.0484  1.158
P -2.1225 0.4306 -1.0389  -0.057
H -0.3730 1.6602 0.2314  0.569

Computed properties:
**E_LUMO**: -0.17229 hartree
**Largest force on an atom**: 1.56 eV/A
**HOMO**: -12.50 eV
**Net charge**: +1
**Orbital gap**: 0.28694 Eh

---

No. 2
C19H29N5O3S | the ωB97M-V functional and the def2-TZVPD basis

Each line ends with the Mulliken charge.
CARTESIAN COORDINATES (ANGSTROEM)
C -3.3916 1.9477 0.6932  -0.886
H -2.0079 -4.7003 -0.6490  0.322
H 6.4837 3.3027 0.0346  0.370
H 0.8982 -3.7523 -0.5138  0.315
C -5.8725 2.0752 1.0495  1.119
C 2.7732 1.0937 -0.1936  -0.404
H -3.5068 2.8647 0.1213  0.561
O 4.8431 2.9531 -1.5903  -0.733
H 4.0451 -0.6970 -2.7678  0.531
C 3.6117 0.6571 -1.1937  -0.157
N 5.8811 1.3425 0.0537  -0.022
H -1.7100 -2.1597 -0.7460  0.224
H -1.6101 -1.5307 1.8125  0.481
H -0.4952 -2.3508 -2.0284  0.491
C 6.8914 2.3398 0.3316  -0.967
H 6.6775 -0.1643 1.2369  0.353
H -3.8902 0.4081 2.8461  0.268
H -3.8687 -1.7500 1.5968  0.430
C 1.2917 -0.7262 -0.8468  0.802
H -5.2966 4.1258 0.7116  0.356
H -5.5764 3.1917 -0.7719  0.331
H 7.8179 2.1545 -0.2242  0.318
S 5.1340 1.5568 -1.4513  1.448
O 5.8926 0.9212 -2.4961  -0.728
H -1.5897 0.2126 2.1549  0.315
C -0.6472 -2.3143 -0.9459  -1.202
H -0.2935 -3.5647 0.7716  0.311
H 7.1410 -0.2646 -0.4845  0.342
H 5.4891 -0.6806 0.0218  0.278
H 7.1049 2.3440 1.4008  0.326
H 3.0328 1.9477 0.4074  0.472
H -6.9448 3.7020 0.2245  0.337
N 0.5658 0.5662 0.8748  -0.835
H -5.5467 0.0033 2.3268  0.479
N 0.0695 -1.1793 -0.4265  0.464
C -0.9463 -4.8122 -0.8567  -1.333
C -4.5477 0.2711 1.9802  -0.864
H -4.7025 -0.9769 0.2352  0.420
C -0.1672 -3.6232 -0.3115  -0.040
C -0.3033 -0.3685 0.6105  0.597
C -5.9139 3.3595 0.2485  -1.370
H -3.5169 0.7042 -1.0683  0.425
H -0.6010 -5.7347 -0.3978  0.392
N -2.7209 -0.4482 0.4428  0.115
H -0.8148 -4.8948 -1.9331  0.330
C 2.1535 -1.1470 -1.8505  -1.139
C 1.5909 0.3857 -0.0145  0.140
O -6.8815 1.5688 1.5032  -0.658
H -1.8580 1.1342 -0.5984  0.469
C -1.5847 -0.5374 1.3523  -1.021
N -4.6517 1.5237 1.2579  0.094
C -2.8381 0.8397 -0.2201  -0.853
C 3.3246 -0.4342 -2.0098  -0.525
H -2.6820 2.1383 1.5074  0.140
C -3.9905 -0.8129 1.0503  -0.919
H 1.9232 -1.9914 -2.4816  0.409
C 6.3323 -0.0193 0.2138  -0.920

Computed properties:
**E_LUMO**: 0.01916 hartree
**SMILES**: CCCn1c(CN2CCN(C(C)=O)CC2)nc2cc(S(=O)(=O)N(C)C)ccc21
**Largest force on an atom**: 1.11 eV/A
**HOMO**: -8.66 eV
**Relative energy (zero: lowest compared OMol25 entry of this formula, charge and spin)**: 34.6 kcal per mole
**Net charge**: 0
**Orbital gap**: 0.33743 Eh

---

No. 3
C3H3O3 | the ωB97M-V functional and the def2-TZVPD basis

Each line ends with the Mulliken charge.
CARTESIAN COORDINATES (ANGSTROEM)
H -0.0077 1.3708 0.1222  0.275
O -2.4334 0.1518 0.1190  -0.091
C -3.5975 -0.0571 0.0617  0.727
C 0.1116 0.2321 0.0203  -0.059
H -1.3413 -1.5312 -0.0806  0.301
O 1.2977 -0.3627 -0.0970  -0.416
O -4.7192 -0.0557 -0.1026  -0.115
H 2.0687 0.1801 0.1907  0.395
C -1.0616 -0.4588 0.0537  -0.017

Computed properties:
**E_LUMO**: -0.17378 hartree
**Largest force on an atom**: 3.01 eV/A
**HOMO**: -14.95 eV
**Relative energy (zero: lowest compared OMol25 entry of this formula, charge and spin)**: 38.3 kcal per mole
**Net charge**: +1
**Orbital gap**: 0.37546 Eh

---

No. 4
C25H40OP2SiW | the ωB97M-V functional and the def2-TZVPD basis

Each line ends with the Mulliken charge.
CARTESIAN COORDINATES (ANGSTROEM)
C 5.4930 -0.5297 1.8585  -0.531
H 1.7193 -0.3884 -3.3416  0.569
H 1.2417 3.3839 2.6797  0.457
C -3.5854 -0.5080 3.4771  -0.840
C 5.6436 -0.4158 -0.9304  -0.235
H -2.1480 2.3559 -2.1276  -0.352
H -1.1466 -2.9916 -0.9915  0.309
C 4.2174 -3.3228 -3.8465  -0.601
H -1.9216 -1.2776 -3.6489  0.454
H 1.9103 -1.5113 -5.5710  0.383
C -1.7034 2.8587 2.8981  -1.136
P -2.1415 -0.8039 -1.2927  0.686
C 6.7257 -0.2642 1.2380  -0.463
H 4.8298 -4.2279 -3.9378  0.363
C 4.3352 -0.7091 1.1011  -0.510
C 0.9131 0.1028 -0.3047  -1.732
H -0.6512 0.2427 4.1027  0.286
H -1.2484 3.3654 3.7629  0.472
C 2.5471 -1.8250 -4.7469  -0.625
W -0.9502 0.4511 0.2984  0.594
C 2.0297 -0.3284 -0.7400  2.038
H 7.6527 0.2988 -0.6478  0.365
H -3.9894 3.9300 -0.8040  0.435
C -5.9498 0.0635 2.6493  -1.547
H -0.3170 -0.9791 -2.9019  0.116
Si -2.0311 2.4061 -0.6393  0.541
H -2.6454 -3.0403 -1.9939  0.462
H -4.2298 -1.1558 -2.4065  0.495
H 1.8249 2.1971 1.4617  0.285
H -6.2590 -0.9901 2.7101  0.379
H 3.3706 -0.9268 1.5662  0.436
H -4.1481 -1.2072 4.1072  0.436
C 3.4801 -2.8575 -4.9484  -0.471
H 5.4469 -0.5820 2.9451  0.374
C 0.9712 2.8120 1.7776  -1.202
C 3.2761 -1.5668 -2.4403  0.407
H 1.0025 0.2208 3.4158  0.258
H -4.4747 -0.6055 -0.6969  0.169
H -1.3086 3.6877 -0.3771  -0.330
H -1.3860 0.4005 -3.2916  0.298
P -0.4541 1.7269 2.1938  0.854
H -1.9224 -0.6893 1.0714  -0.636
H 5.7091 -0.4202 -2.0273  0.432
H -2.0143 3.6035 2.1567  0.253
H 0.4714 1.6147 4.4170  0.429
H -6.4673 0.5304 1.8114  0.329
C 4.3959 -0.6829 -0.3078  0.369
H -2.7925 -1.0705 2.9519  0.237
H -2.5856 2.2847 3.2144  0.186
H -4.0439 0.5749 -1.9629  0.252
H -2.7503 -2.8610 -0.1998  0.317
C 4.1915 -2.6363 -2.6328  -0.121
C -3.7961 3.0057 -0.2437  -0.981
C -1.3608 -0.6401 -2.9466  -1.109
C -4.4623 0.1321 2.4442  0.735
C 2.4234 -1.2089 -3.5026  -0.587
H -3.1217 0.2525 4.1221  0.183
H 4.8519 -2.9316 -1.8081  0.451
H 3.6240 -3.3056 -5.9334  0.369
H -6.2368 0.5773 3.5737  0.368
H 0.7115 3.5039 0.9671  0.263
C 3.2026 -0.8510 -1.1522  -0.310
H 7.6452 -0.1718 1.8191  0.361
C -3.9014 -0.4566 -1.6219  -1.157
O -3.9822 0.7123 1.4574  -0.254
C 6.7558 -0.0854 -0.1551  -0.628
H -3.9226 3.2152 0.8203  0.246
C -2.1704 -2.6114 -1.0978  -1.323
C 0.1515 0.8622 3.6791  -1.242
H -4.5445 2.2642 -0.5299  0.226

Computed properties:
**E_LUMO (alpha / beta)**: 0.01048 / -0.04365 hartree
**Largest force on an atom**: 2.38 eV/A
**HOMO (alpha / beta)**: -6.31 / -6.17 eV
**Multiplicity**: 3
**Net charge**: 0
**Orbital gap (alpha / beta)**: 0.24249 / 0.18296 Eh